Entry from the Open Molecules 2025 dataset: a cluster of 8 separate species, C22H43O24 in total at a distorted geometry (the ωB97M-V functional and the def2-TZVPD basis).

Calculated values
- Max |F|: 4.7 eV Å⁻¹
- Total energy: -2669.91392 Ha
- E_HOMO: -4.31 eV
- Gap between HOMO and LUMO: 6.77 eV
- Net charge: -1

```
89
C22H43O24 the ωB97M-V functional and the def2-TZVPD basis
O 1.4126 0.5765 0.5884
C 0.4484 -0.3067 0.1904
O 0.7067 -1.5314 0.0740
O -0.7317 0.1134 0.0652
H 2.1669 -0.0154 0.7423
C -4.8731 -0.4930 -3.8097
O -4.1373 0.6981 -3.8297
C -3.3004 0.9083 -2.8186
O -3.1549 0.2036 -1.8738
O -2.7138 2.1068 -2.9845
C -1.9594 2.5751 -1.8593
H -5.5666 -0.4826 -4.6457
H -5.4685 -0.5726 -2.8916
H -4.3156 -1.4277 -3.7622
H -1.0352 2.0191 -1.7165
H -2.5155 2.5013 -0.9238
H -1.7924 3.6453 -1.9750
C -2.7039 2.1913 2.0338
O -3.9905 2.4353 1.5023
C -4.6133 1.3515 1.0142
O -4.1143 0.2783 0.8581
O -5.7738 1.7333 0.5060
C -6.5289 0.8543 -0.2924
H -2.0831 3.0214 1.6938
H -2.1997 1.3057 1.6260
H -2.5524 2.0395 3.1063
H -6.2797 0.9211 -1.3503
H -7.5809 1.1230 -0.2065
H -6.4030 -0.1644 0.0729
C 3.5729 2.6251 3.2991
O 4.2441 2.4362 2.0461
C 4.1081 1.2452 1.4835
O 3.7520 0.2422 2.0204
O 4.5151 1.3254 0.2269
C 4.6447 0.1393 -0.5476
H 3.6521 1.7699 3.9669
H 2.5210 2.8276 3.1005
H 4.0513 3.4943 3.7402
H 5.5573 -0.4032 -0.2955
H 4.6770 0.4503 -1.5871
H 3.7777 -0.4904 -0.3408
C 1.6241 -4.1628 -2.0892
O 0.8075 -5.1859 -2.6660
C -0.5135 -5.1840 -2.3919
O -0.9781 -4.6887 -1.4067
O -1.1058 -5.9607 -3.2873
C -2.4505 -6.2767 -3.0566
H 1.7362 -3.4090 -2.8697
H 2.5567 -4.6192 -1.7635
H 1.1516 -3.7051 -1.2172
H -2.9598 -6.6743 -3.9321
H -3.0535 -5.4037 -2.7849
H -2.5885 -6.9648 -2.2204
C 5.3489 -3.7073 6.2353
O 4.3774 -3.7013 5.2271
C 3.6330 -2.6113 5.0904
O 3.6923 -1.6445 5.8193
O 2.8579 -2.7618 4.0544
C 1.8106 -1.8762 3.6987
H 4.9597 -3.7336 7.2555
H 6.0241 -2.8538 6.1611
H 5.9650 -4.6034 6.1672
H 0.9628 -1.9112 4.3871
H 1.3789 -2.0859 2.7211
H 2.2663 -0.8851 3.7052
C 1.8143 4.1270 0.1969
O 2.0492 5.2580 1.0238
C 1.0928 5.6945 1.8185
O -0.0261 5.2602 1.9234
O 1.6080 6.6829 2.5465
C 0.7736 7.2483 3.5490
H 1.7065 3.2577 0.8439
H 2.5984 3.9833 -0.5413
H 0.9150 4.2344 -0.4147
H -0.1949 7.5874 3.1824
H 1.2480 8.1104 4.0090
H 0.6147 6.4665 4.2921
C 0.6628 0.2461 -3.3309
O 0.3586 -0.7241 -4.3311
C -0.5902 -1.5861 -4.0164
O -1.0535 -1.7312 -2.9383
O -0.9019 -2.2794 -5.1282
C -2.1751 -2.9250 -5.1164
H -0.0962 1.0279 -3.4154
H 1.6209 0.7411 -3.4691
H 0.6043 -0.2179 -2.3445
H -2.8622 -2.0790 -5.1257
H -2.4154 -3.5530 -4.2600
H -2.2746 -3.4902 -6.0375
```